Entry w
40
Properties=species:S:1:pos:R:3:lowdin_charge:R:1 method="wB97M-V/def2-TZVPD" homo_lumo_gap_ha=0.3300
O 0.856 -2.240 -2.233 -0.079
C 2.113 -0.669 2.044 -0.275
H 0.489 3.662 1.058 0.149
H 1.243 0.218 0.568 -0.140
C -1.690 4.791 0.062 -0.287
H 0.968 2.172 0.117 0.053
C -0.342 -4.222 -2.510 -0.207
H -0.774 1.057 -0.970 0.140
H -2.765 4.871 -0.097 0.123
H -1.370 4.958 -0.966 0.126
C -0.565 0.872 0.084 -0.130
H 0.624 -2.159 2.801 0.117
O 0.727 1.300 0.437 -0.049
H -1.918 -0.819 0.480 0.125
H 0.463 -1.465 -0.888 0.048
H -1.273 3.302 1.620 0.160
H 2.990 -1.311 1.959 0.122
H 1.250 -1.542 -2.761 0.122
H -0.323 -1.125 1.185 0.089
O -0.479 -1.463 -0.703 -0.085
O 1.747 -0.583 0.732 -0.102
H 0.304 -0.580 3.220 0.109
H 2.363 -1.957 4.494 0.072
O -0.993 -5.170 -3.381 -0.085
H -0.572 -2.425 -3.614 0.129
H -1.502 -4.835 -4.123 0.074
H -0.998 -3.948 -1.683 0.114
O 0.077 3.082 0.414 -0.076
H -1.250 1.512 0.640 0.079
C 1.155 -1.243 3.061 -0.225
C -1.257 3.408 0.535 -0.223
O -1.261 5.886 0.732 -0.031
H -1.169 6.576 0.071 0.099
H -1.868 2.837 -0.163 0.129
H 2.386 0.366 2.248 0.125
H 1.012 -3.349 -3.890 0.128
H 0.438 -4.886 -2.138 0.123
C 0.262 -2.983 -3.189 -0.269
C -0.847 -0.670 0.345 -0.209
O 1.747 -1.226 4.401 -0.080

***

Entry x
40
Properties=species:S:1:pos:R:3:lowdin_charge:R:1 method="wB97M-V/def2-TZVPD" homo_lumo_gap_ha=0.3830 smiles=OCCO.OCCO.OCCO.OCCO
H -3.159 4.974 -7.148 0.127
H 2.007 4.269 -3.545 0.081
H 0.023 8.272 -6.976 0.117
O 1.201 4.802 -3.609 -0.059
H -0.971 2.837 -6.924 0.123
C 6.512 7.952 -3.163 -0.232
H 7.012 7.105 -4.880 0.090
O 0.778 7.005 -8.386 -0.102
H 2.680 6.338 -6.191 0.110
H 4.551 5.346 -5.016 0.062
O -3.560 3.097 -6.517 -0.064
C -2.615 4.129 -6.735 -0.243
H 1.069 4.623 -5.650 0.104
C 0.581 9.389 -8.807 -0.245
O 4.937 6.692 -1.849 -0.057
C 1.291 5.395 -4.895 -0.250
H 4.376 8.497 -2.872 0.114
H 7.422 7.927 -2.562 0.121
C 0.029 8.191 -8.068 -0.238
H 0.498 6.124 -5.060 0.119
H -3.194 2.355 -6.030 0.087
H -1.816 3.150 -8.448 0.126
C 5.213 7.983 -2.386 -0.249
H 2.391 9.101 -8.166 0.080
H 5.335 8.640 -1.514 0.120
H 6.580 8.892 -3.729 0.120
C 2.681 5.928 -5.178 -0.229
H 5.190 6.080 -2.554 0.066
H 2.948 6.712 -4.464 0.115
H 0.278 6.269 -7.992 0.026
C -1.428 3.619 -7.539 -0.228
O 1.782 9.845 -8.210 -0.065
H -1.019 7.991 -8.329 0.118
H -2.216 4.402 -5.749 0.121
O -0.526 4.678 -7.826 -0.089
H -0.146 10.194 -8.890 0.119
H 0.219 4.274 -8.289 0.108
H 0.800 9.094 -9.841 0.121
O 3.688 4.926 -5.001 -0.068
O 6.426 6.919 -4.145 -0.077

***

On energetic grounds, entry x is preferred over the next structure by 149.5 kcal/mol.

***

Entry w
15
Properties=species:S:1:pos:R:3:lowdin_charge:R:1 method="wB97M-V/def2-TZVPD" total_charge=+1 homo_lumo_gap_ha="0.3409 / 0.1630"
N 0.685 0.306 0.795 0.160
H 0.533 0.512 -1.359 0.138
H -3.448 1.117 -2.191 -0.023
H -1.893 0.703 -1.163 -0.111
C -2.951 0.650 -1.344 -0.643
H 1.244 1.132 0.967 0.172
H -0.006 -0.013 1.385 0.130
H 1.244 -1.877 0.545 0.164
H 3.373 -0.424 1.302 0.109
H 2.987 0.590 -0.116 0.096
C 0.428 -0.261 -0.592 0.146
I -4.018 -0.108 0.170 0.804
C 1.440 -0.872 0.187 -0.235
C 2.925 -0.454 0.279 -0.024
H 3.613 -1.128 -0.331 0.118

***

Entry x
15
Properties=species:S:1:pos:R:3:lowdin_charge:R:1 method="wB97M-V/def2-TZVPD" total_charge=+1 homo_lumo_gap_ha=0.3255 smiles="C[NH+](C)/C=C/I"
H -1.820 0.192 0.813 0.109
H 1.581 -1.149 1.119 0.149
I 3.011 1.279 -3.276 0.950
H 0.096 -1.914 0.128 0.127
C 2.036 1.024 -1.495 -0.603
H -1.541 -0.088 -0.929 0.087
H 2.604 1.427 -0.674 0.011
C -1.269 0.441 -0.063 -0.023
H 0.534 1.099 0.600 0.238
C 0.651 0.438 -1.245 -0.178
H -1.500 1.466 -0.338 0.128
H 0.056 -0.066 -2.056 0.137
C 0.449 -1.054 0.769 0.007
N 0.156 0.229 0.043 -0.275
H -0.108 -1.080 1.800 0.136

***

Entry y
15
Properties=species:S:1:pos:R:3:lowdin_charge:R:1 method="wB97M-V/def2-TZVPD" total_charge=+1 homo_lumo_gap_ha="0.1918 / 0.3577"
H 1.401 -1.593 -0.407 -0.018
C 1.066 -2.243 0.442 -0.176
H -0.565 -1.216 1.368 -0.013
C -0.098 0.861 -0.457 -0.656
H 2.026 -2.608 0.937 0.094
H -1.166 1.994 1.023 0.126
H -2.256 0.451 -0.655 0.171
H 0.878 -1.555 2.504 0.059
H -1.733 1.294 -1.939 0.164
I 1.160 0.683 -2.100 1.018
H -0.501 3.051 -0.449 0.160
C 0.308 -1.675 1.613 0.077
H 0.327 -3.012 -0.029 0.120
C -0.765 2.043 0.023 -0.125
N -1.537 1.151 -0.910 -0.001

***

On energetic grounds, entry x is preferred over the next structure by 74.6 kcal/mol.

***

Entry w
5
Properties=species:S:1:pos:R:3:lowdin_charge:R:1 method="wB97M-V/def2-TZVPD" homo_lumo_gap_ha=0.4215 smiles="O=CO"
H -0.087 1.386 -0.084 0.104
C 0.118 0.393 0.018 -0.420
O -1.001 -0.304 -0.016 0.089
O 1.136 -0.213 0.001 0.102
H -1.698 0.388 0.094 0.124

***

Entry x
5
Properties=species:S:1:pos:R:3:lowdin_charge:R:1 method="wB97M-V/def2-TZVPD" homo_lumo_gap_ha=0.4327 smiles="O=CO"
O -0.605 1.211 0.241 0.045
O 0.672 -0.738 0.174 -0.004
H -0.794 -0.109 -1.254 0.146
C -0.324 0.149 -0.266 -0.345
H 1.050 -0.512 1.105 0.157

***

On energetic grounds, entry x is preferred over the next structure by 4.8 kcal/mol.

***

Entry w
22
Properties=species:S:1:pos:R:3:lowdin_charge:R:1 method="wB97M-V/def2-TZVPD" homo_lumo_gap_ha=0.3690 smiles=C[C@@H](N)[C@H](N)C(N)N
H -1.186 2.801 0.189 0.075
H -1.650 -1.796 0.474 0.062
H -0.129 -1.870 1.159 0.074
H 1.152 -2.312 -0.997 0.058
C -0.887 0.658 0.370 -0.403
H 0.399 2.258 -0.352 0.067
H -0.690 -0.583 -1.395 0.139
H 1.743 0.542 1.280 0.063
C -0.293 -0.548 -0.374 -0.309
C 1.335 -0.398 -0.473 -0.445
H 1.608 0.456 -1.101 0.116
N 1.999 -0.321 0.808 0.029
N 1.894 -1.603 -1.037 0.021
C -0.662 1.992 -0.332 -0.079
N -0.645 -1.821 0.278 0.026
H -2.793 1.140 1.099 0.063
H -2.844 0.523 -0.406 0.068
N -2.398 0.410 0.506 0.017
H 2.569 -1.960 -0.364 0.062
H 3.002 -0.238 0.637 0.083
H -0.502 0.709 1.393 0.128
H -1.024 1.961 -1.364 0.083

***

Entry x
22
Properties=species:S:1:pos:R:3:lowdin_charge:R:1 method="wB97M-V/def2-TZVPD" homo_lumo_gap_ha=0.2735
N 0.296 1.286 1.634 0.052
H 0.541 0.838 -0.430 0.093
H 0.425 -1.071 -0.565 0.054
H -2.206 1.705 0.527 0.079
H 1.301 0.942 -2.409 0.039
H 0.606 -0.917 2.086 0.076
C -0.366 0.763 0.448 -0.485
H 2.079 -1.629 -0.965 0.073
H -1.861 -2.112 -0.231 0.087
H -0.352 1.459 2.397 0.078
C 1.311 -0.990 -1.403 -0.210
C 1.649 0.400 -1.538 -0.165
H -1.134 2.397 -0.519 0.072
H 2.587 0.752 -1.127 0.039
H -0.113 -2.342 1.571 0.086
N -1.873 -1.130 0.014 0.095
H -2.172 -0.549 -0.758 0.076
N -0.227 -1.346 1.704 0.097
C -0.667 -0.660 0.560 -0.432
H 0.790 2.145 1.422 0.073
H 0.849 -1.458 -2.276 0.073
N -1.463 1.517 -0.139 0.052

***

On energetic grounds, entry w is preferred over the next structure by 61.0 kcal/mol.